Molecular formula: C4H25NO9
Method: DFT, the ωB97M-V functional and the def2-TZVPD basis

Geometry as XYZ:
```
39
Properties=species:S:1:pos:R:3:forces:R:3:lowdin_charge:R:1
C -1.560 -0.423 1.092 0.7788 -0.4830 0.6137 -0.18
O -0.313 -0.968 0.575 -0.3871 0.0504 -1.4044 -0.14
C -1.068 0.430 2.308 -0.9708 1.2192 0.9503 -0.37
C -0.396 1.835 1.973 -2.0896 -0.3717 -1.9602 -0.13
C 0.986 1.525 1.494 0.8889 -0.7606 1.1990 -0.30
O 1.835 1.216 2.568 1.9105 0.7936 3.1789 -0.12
N -2.327 0.664 3.088 -0.1667 0.9019 2.2031 -0.02
H -2.207 0.210 0.347 1.4262 -1.4209 1.3719 0.13
H -2.045 -1.394 1.455 -0.3221 1.7929 -0.2484 0.13
H -0.395 -1.159 -0.378 -0.1250 0.2074 0.5184 0.05
H -0.221 -0.029 2.914 -1.2108 -0.2794 -0.7414 0.14
H -0.443 2.402 2.922 0.1470 0.2277 -0.7158 0.11
H -0.905 2.363 1.057 0.3179 -0.7201 2.0172 0.15
H 1.567 2.233 0.945 -0.5622 0.7421 -1.2057 0.11
H 0.930 0.527 1.070 0.0932 0.5834 -1.1549 0.09
H -2.305 1.415 3.888 0.4552 -1.9051 -2.2122 0.11
H 2.126 2.002 3.138 -0.9426 -1.5013 -1.5267 0.13
H -2.719 -0.191 3.544 0.7442 0.8835 -0.7230 0.07
H 2.779 -2.065 -0.717 -0.7168 -0.5452 0.7809 0.02
H 4.069 -1.328 -0.496 0.1824 -0.0780 0.4069 0.06
O 3.396 -1.497 -1.152 1.1480 -0.0393 -0.3535 -0.04
H 0.416 -1.298 -2.627 4.2523 -5.1725 -1.9077 -0.03
H 0.456 -0.046 -2.032 -0.2755 0.3949 -0.2287 0.05
O -0.160 -0.668 -2.462 -4.0522 4.6021 1.9614 -0.01
H -0.708 2.054 -2.800 1.5213 1.2448 -1.3400 0.06
H 0.232 1.962 -4.033 0.1289 -0.5634 -0.5403 0.01
O -0.014 2.567 -3.346 -1.7396 -0.7193 1.9244 -0.08
H 1.812 -1.626 1.831 -0.6973 0.7504 0.2853 0.01
H 2.103 -3.115 1.895 -0.1687 -0.3017 0.2177 0.04
O 2.370 -2.302 1.476 0.8813 -0.4658 -0.6450 -0.03
H -2.106 -0.063 -2.410 -1.0984 1.5138 1.2837 0.04
H -3.511 0.132 -1.838 -1.5102 -0.7322 -0.0287 0.02
O -2.663 0.518 -1.799 2.6440 0.0872 -1.4398 -0.07
H 2.760 1.070 -2.938 -2.2947 -3.3851 0.7599 0.16
H 3.140 -0.204 -2.283 1.6636 -1.7830 1.4315 -0.05
O 2.351 0.100 -2.653 0.1322 5.9408 -2.7998 -0.11
H -1.938 -1.780 -2.119 5.5449 2.1562 -0.9706 -0.08
H -2.603 -2.935 -1.540 0.4407 -2.7906 1.3830 0.02
O -2.722 -2.134 -1.954 -5.9712 -0.0741 -0.3408 0.04
```
Positions in Å, forces in eV/Å.

Output
Kohn-Sham gap	9.34	eV
SMILES	N[C@@H](CO)CCO.O.O.O.O.O.O.O


Molecular formula: C7H9N2
Method: DFT, the ωB97M-V functional and the def2-TZVPD basis

Geometry as XYZ:
```
18
Properties=species:S:1:pos:R:3:forces:R:3:lowdin_charge:R:1
C 2.316 1.176 1.266 0.8884 0.3701 0.4058 -0.03
C 2.355 0.909 -0.061 -0.5780 -0.1248 -0.1931 0.04
C 0.271 0.474 0.687 2.7592 0.5792 -0.7399 -0.18
C -1.031 0.159 0.837 -1.8230 -0.4511 0.5800 0.02
C -2.020 -0.423 -0.064 -0.2223 0.0428 -0.1614 -0.18
C -2.093 -1.704 -0.399 0.3532 0.1643 -0.1101 0.06
C 0.767 0.207 -1.689 -1.5819 -1.1532 -4.6493 0.10
N 1.072 0.933 1.726 -0.7001 -0.7036 -1.5929 0.17
N 1.104 0.478 -0.466 0.7023 1.1848 6.3525 -0.07
H 3.107 1.540 1.893 0.0513 -0.0030 0.1047 0.14
H 3.162 1.009 -0.758 0.1665 0.0091 -0.1449 0.15
H -1.437 0.377 1.822 0.0886 0.1822 0.0218 0.14
H -2.834 0.251 -0.317 -0.0802 -0.0500 -0.0314 0.12
H -1.335 -2.407 -0.100 0.1635 -0.1645 0.0813 0.08
H -2.911 -2.088 -0.980 -0.2342 -0.0180 -0.1338 0.07
H -0.237 -0.107 -1.919 0.0446 0.0434 0.0869 0.08
H 1.502 0.289 -2.471 0.0998 0.0177 0.0699 0.10
H 0.780 0.967 2.690 -0.0976 0.0746 0.0538 0.19
```
Positions in Å, forces in eV/Å.

Output
Kohn-Sham gap (alpha / beta)	8.33 / 7.48	eV
2S+1	3
total charge	+1


> Number 1 is which compound?

C4H25NO9